Record 1
{"formula": "C9H15AgClFNO4", "method": "ωB97M-V with the def2-TZVPD basis set", "symbols": ["C", "C", "O", "C", "N", "C", "C", "O", "Cl", "C", "O", "O", "C", "C", "C", "F", "H", "H", "H", "H", "H", "H", "H", "H", "H", "H", "H", "H", "H", "H", "H", "Ag"], "xyz": [[-2.731348, -1.844424, 1.242359], [-2.412505, -1.710984, -0.389648], [-2.113652, -3.047862, -0.991276], [-1.212282, -0.611125, -0.601272], [0.130938, -1.194389, -0.979698], [0.738451, -2.041527, 0.116917], [1.833074, -3.157738, -0.472901], [1.994157, -3.316918, -1.804637], [2.852244, -4.268741, 0.661544], [1.083518, 0.006319, -1.151703], [2.381857, -0.164167, -1.526291], [0.663265, 1.419328, -0.971372], [1.504117, 2.110287, 0.021076], [0.582156, 3.191308, 0.903871], [1.050090, 4.746106, 0.674481], [0.325987, 5.231503, -0.551035], [-3.911965, -1.831562, 1.414058], [-2.309635, -0.947332, 1.867584], [-2.236000, -2.830522, 1.688749], [-3.455020, -1.380969, -0.869126], [-2.219268, -3.761536, -0.286648], [-1.547616, 0.073341, -1.519783], [-1.186201, 0.114767, 0.330413], [1.299191, -1.371868, 0.913619], [-0.044768, -2.681471, 0.730901], [2.112442, 1.406093, 0.730521], [2.305940, 2.751222, -0.577480], [0.729857, 2.903925, 2.044701], [-0.534213, 2.963606, 0.580355], [2.229412, 4.855646, 0.573959], [0.636389, 5.366484, 1.596654], [1.461390, -0.976800, -3.398891]], "atomic_forces_ev_per_a": [[-0.358, -0.062, 0.034], [-1.061, -0.674, 1.438], [-0.073, 0.906, 2.011], [-2.260, 1.018, -1.026], [1.512, 3.241, 1.364], [1.458, -1.444, 1.683], [0.642, -0.674, -7.060], [-1.065, 1.294, 8.780], [-1.983, 2.116, -1.624], [4.494, 1.412, -1.015], [-6.849, 0.441, 2.265], [0.550, -4.812, 0.559], [1.844, 2.489, 0.764], [0.518, -1.077, -0.298], [-1.426, -0.541, 0.236], [1.946, -0.969, 2.533], [2.726, -0.354, -0.322], [-0.735, -1.649, -1.342], [-1.211, 1.989, -0.938], [2.688, -0.265, 0.786], [0.060, 1.571, -1.287], [0.901, -1.481, 1.993], [0.174, -1.658, -1.801], [-0.969, -1.489, -1.564], [1.351, 1.491, -1.661], [-1.439, 0.994, -1.509], [-1.681, -1.505, 1.168], [-0.406, 0.738, -2.368], [2.273, 0.959, 0.805], [-2.719, -0.126, -0.110], [0.976, -1.103, -2.203], [0.123, -0.779, -0.291]], "homo_lumo_gap_ev": 8.884, "charge": 1, "homo_energy_ev": -13.8155}

Record 2
{"formula": "C3H5NO2", "method": "ωB97M-V with the def2-TZVPD basis set", "symbols": ["C", "C", "O", "N", "C", "O", "H", "H", "H", "H", "H"], "xyz": [[0.886957, 0.872533, -0.442706], [0.652196, -0.659846, -0.382911], [1.500807, -1.446142, -0.704634], [-0.677264, -1.177993, 0.006853], [-1.205544, -0.323542, 1.015350], [-1.633906, 0.778490, 0.794840], [0.442735, 1.249385, -1.375442], [1.964973, 1.025002, -0.471260], [0.467081, 1.519907, 0.337400], [-1.286861, -1.107632, -0.812157], [-1.111174, -0.730162, 2.034667]], "atomic_forces_ev_per_a": [[0.175, -0.225, -0.062], [0.444, 0.041, -0.217], [-0.499, 0.573, 0.094], [0.293, 0.460, -0.037], [-0.245, 0.623, 0.051], [-0.498, -0.556, 0.339], [0.136, -0.233, 0.115], [-0.058, -0.067, -0.161], [0.073, -0.663, -0.096], [0.219, 0.006, 0.038], [-0.040, 0.042, -0.065]], "homo_lumo_gap_ev": 10.791, "charge": 0, "homo_energy_ev": -10.5160, "e_above_lowest_ev": 1.428, "smiles": "CC(=O)NC=O"}

Record 3
{"formula": "C18H25ClIOP2Rh", "method": "ωB97M-V with the def2-TZVPD basis set", "symbols": ["C", "I", "H", "H", "H", "Rh", "P", "C", "C", "H", "H", "H", "C", "H", "H", "H", "H", "H", "H", "C", "O", "Cl", "C", "P", "C", "C", "C", "C", "C", "C", "C", "C", "C", "C", "C", "C", "H", "H", "H", "H", "H", "H", "H", "H", "H", "H", "H", "H", "H"], "xyz": [[2.951122, -0.995965, -2.550389], [4.418997, 1.537507, -3.363277], [2.313412, -1.411968, -3.352284], [3.484544, -1.830846, -2.038018], [3.780615, -0.267599, -2.830319], [-0.200386, -0.137178, -0.677160], [0.078833, 0.282360, -3.142646], [1.253771, 0.706587, -4.511215], [-0.887767, -0.995175, -4.063921], [-1.724473, 1.579408, -2.205553], [-1.283107, 2.100836, -3.876978], [-0.266418, 2.569004, -2.489578], [-0.907892, 1.781942, -2.904295], [-1.805499, -1.218396, -3.521283], [-1.085046, -0.545887, -5.032470], [0.821203, 0.326217, -5.454874], [2.224076, 0.255395, -4.408119], [-0.293407, -1.901689, -4.181972], [1.380841, 1.787642, -4.555560], [1.926192, -0.387607, -1.354840], [2.777447, -0.002547, -0.544795], [-2.270387, -1.095452, -1.000524], [1.863550, 0.329190, 2.139162], [0.231317, 0.018618, 1.368624], [-0.237251, -1.532499, 2.240135], [-1.514039, -1.687471, 2.766984], [-1.983161, -2.971953, 3.030883], [-1.175116, -4.097026, 2.799836], [0.155707, -3.902676, 2.377704], [0.628055, -2.615711, 2.122657], [-0.680241, 1.445643, 2.033458], [-0.044946, 2.455683, 2.764076], [-0.798498, 3.465314, 3.356005], [-2.195300, 3.497607, 3.173909], [-2.811314, 2.561105, 2.346482], [-2.046458, 1.562644, 1.724421], [2.542369, -0.482824, 1.859005], [1.768453, 0.427236, 3.229879], [2.223797, 1.268134, 1.685417], [-2.149806, -0.820050, 2.925657], [-3.001311, -3.126191, 3.409972], [-1.546242, -5.104004, 2.952618], [0.824086, -4.752451, 2.248616], [1.652454, -2.438473, 1.789399], [1.040812, 2.450203, 2.881073], [-0.294875, 4.210923, 3.960946], [-2.775604, 4.262082, 3.671287], [-3.886050, 2.569439, 2.202848], [-2.477037, 0.870941, 0.999036]], "atomic_forces_ev_per_a": [[-1.607, -1.889, 0.867], [0.939, 1.582, -0.298], [0.744, 0.323, 0.248], [-0.503, 0.550, -0.287], [-1.309, -1.096, 0.409], [0.604, -1.642, -4.613], [-1.492, -0.009, -1.715], [-0.115, 0.164, 0.230], [-0.057, 0.374, 0.896], [-0.094, 0.112, -0.249], [-0.177, 0.128, 0.024], [-0.084, -0.083, -0.123], [0.139, -0.001, 0.065], [0.081, -0.069, -0.198], [-0.138, -0.078, -0.155], [-0.027, 0.249, 0.552], [0.098, 0.033, -0.126], [0.007, 0.024, -0.020], [-0.003, -0.046, -0.007], [5.676, 0.789, 1.911], [-3.605, -0.360, -1.499], [0.601, 0.617, 0.474], [0.462, 0.171, -1.286], [0.865, 0.348, 6.527], [-0.314, 1.001, -0.751], [-0.581, -0.440, -0.219], [-0.223, -0.354, 0.283], [0.715, 0.818, -0.235], [-0.156, 0.053, 0.278], [0.074, -0.550, -0.460], [-0.513, -0.066, -1.192], [0.248, 0.225, 0.382], [-0.306, -0.346, -0.365], [0.668, -0.328, -0.053], [0.261, -0.415, -0.219], [-0.092, 0.290, 0.417], [-0.024, 0.291, 0.292], [-0.159, -0.208, -0.457], [0.231, -0.431, 0.352], [0.012, -0.220, -0.072], [0.489, 0.190, -0.134], [-0.037, 0.152, 0.038], [-0.185, 0.172, 0.075], [-0.255, -0.338, 0.002], [-0.543, 0.104, 0.188], [-0.129, -0.022, -0.075], [-0.062, -0.008, -0.034], [0.117, 0.160, -0.097], [-0.240, 0.079, 0.430]], "homo_lumo_gap_ev": [6.707, 4.998], "spin_multiplicity": 5, "charge": 2, "homo_energy_ev": [-14.8908, -14.9261], "e_above_lowest_ev": 1.899}

Record 4
{"formula": "C2H3BrFI", "method": "ωB97M-V with the def2-TZVPD basis set", "symbols": ["C", "C", "F", "Br", "I", "H", "H", "H"], "xyz": [[0.417989, 0.475594, -0.437223], [-0.306517, -0.558102, 0.344454], [-0.285937, -1.800628, -0.022819], [-2.642006, 0.160421, 0.028701], [2.572973, 0.205397, 0.066783], [0.367707, 0.294927, -1.452369], [0.032219, 1.497719, 0.021728], [-0.156430, -0.275326, 1.450748]], "atomic_forces_ev_per_a": [[-0.304, 1.272, 3.047], [-1.272, 2.641, 1.834], [0.140, -0.196, 0.063], [2.275, -0.703, 0.328], [-0.899, 0.182, -0.158], [-0.228, 0.301, -2.134], [1.142, -2.072, -1.536], [-0.856, -1.425, -1.446]], "homo_lumo_gap_ev": 8.665, "charge": 0, "homo_energy_ev": -10.0595, "e_above_lowest_ev": 1.089}

In eV, the E_tot values for the records above are, in order, -38481.035, -8776.267, -63307.239, -82981.757.